This record from OMol25 describes a structure of composition C23H23N2O10TeY in a non-equilibrium geometry. The level of theory is ωB97M-V/def2-TZVPD.

The geometry in XYZ format:
```
60
Properties=species:S:1:pos:R:3:forces:R:3:lowdin_charge:R:1
Y 0.58965 -0.20906 -0.40946 -1.26 -0.33 0.92 1.61
C 0.49071 3.51861 0.40943 0.00 0.04 -0.01 -0.10
O 0.79254 2.31184 1.08617 0.04 -0.21 0.03 -0.23
C 0.16222 2.14556 2.33331 -0.19 -0.19 0.13 -0.19
C -1.21104 1.49315 2.23393 0.11 0.28 -0.14 -0.16
O -1.04977 0.17304 1.73853 0.24 -0.08 -0.19 -0.20
C -1.55853 -0.90248 2.49431 -0.01 -0.29 -0.10 -0.16
C -0.52020 -2.00264 2.52351 -0.09 0.16 0.03 -0.22
O -0.33953 -2.46438 1.20076 0.18 0.18 -0.16 -0.21
C 0.68736 -3.44455 1.12698 -0.01 -0.08 0.03 -0.09
H 0.62346 4.37495 1.08375 0.06 -0.02 0.01 0.08
H -0.52099 3.52587 0.00199 -0.01 -0.02 0.04 0.02
H 1.20024 3.59245 -0.41387 -0.05 0.01 -0.03 0.09
H 0.06710 3.10946 2.85240 0.03 0.03 -0.02 0.12
H 0.81509 1.48368 2.90836 0.01 0.06 0.03 0.13
H -1.86511 2.03632 1.54900 -0.04 -0.02 0.03 0.12
H -1.66910 1.47598 3.22849 0.00 -0.07 0.02 0.12
H -2.47801 -1.26683 2.02216 -0.03 0.05 0.03 0.14
H -1.78110 -0.59262 3.52038 0.01 0.05 0.00 0.12
H -0.85974 -2.82813 3.16684 -0.03 0.00 -0.01 0.13
H 0.42352 -1.59635 2.90047 0.03 -0.07 0.04 0.12
H 0.40693 -4.32508 1.72041 -0.02 0.01 -0.01 0.09
H 1.63217 -3.03905 1.49897 -0.01 0.04 -0.01 0.09
H 0.80357 -3.71744 0.08263 0.01 -0.01 0.01 0.08
O -4.05566 -2.75897 -4.00183 0.13 -0.10 -0.10 0.02
C -3.08078 -2.17502 -3.21957 -0.07 0.55 0.46 -0.31
C -3.34648 -1.13165 -2.37639 -0.37 -0.57 -0.48 0.01
C -2.28975 -0.55383 -1.65833 0.39 0.77 1.09 -0.29
N -1.00670 -1.06703 -1.71739 -0.73 -0.68 -1.26 -0.03
C -0.78817 -2.12779 -2.52240 -0.11 0.29 0.17 -0.20
C -1.76105 -2.69420 -3.30116 0.10 -0.41 -0.20 0.02
C 0.63408 -2.68658 -2.45123 -0.19 -0.29 -0.27 -0.62
O 0.91950 -3.67498 -3.12566 0.04 0.12 0.10 0.01
O 1.40194 -2.07090 -1.63304 -0.12 0.63 0.42 -0.13
C -2.45510 0.61834 -0.81044 -1.27 -1.91 0.23 -0.84
O -3.50055 0.86755 -0.19498 0.34 0.34 -0.01 -0.04
O -1.31443 1.36550 -0.67307 0.10 0.37 -0.71 -0.61
H -4.85016 -2.22970 -3.89303 -0.07 0.03 0.02 0.08
H -4.33519 -0.69281 -2.29512 0.01 0.00 0.03 0.12
H -1.52137 -3.53001 -3.94246 0.02 -0.01 0.05 0.11
O 3.78179 -0.10200 2.32525 -0.06 0.06 -0.08 -0.01
C 3.00007 0.00115 1.37446 0.42 -0.06 0.45 -0.60
O 1.79011 -0.47799 1.39195 0.40 -0.10 0.15 -0.19
C 3.41424 0.68924 0.12271 -0.12 0.04 -0.13 -0.21
C 4.71063 1.13897 -0.05047 0.05 0.06 -0.04 -0.04
C 5.10387 1.74162 -1.23081 0.11 -0.02 0.20 -0.06
C 4.14920 1.89631 -2.28212 -0.17 -0.01 -0.02 -0.18
C 4.44396 2.49208 -3.51269 -0.13 0.02 -0.08 -0.08
C 3.47526 2.63724 -4.49863 0.20 0.06 -0.02 -0.14
C 2.18738 2.17370 -4.27199 -0.12 -0.07 0.09 -0.11
C 1.87214 1.56447 -3.06876 0.15 -0.12 0.07 -0.06
C 2.82523 1.41646 -2.05009 0.15 0.16 -0.31 -0.22
N 2.45361 0.82877 -0.86809 1.48 0.55 -0.25 -0.04
H 5.39782 0.99297 0.77226 -0.01 -0.01 0.02 0.10
H 6.11948 2.09480 -1.36858 0.00 0.00 -0.02 0.08
H 5.45294 2.85171 -3.69025 0.02 -0.01 0.04 0.09
H 3.72841 3.11199 -5.44020 -0.01 0.00 0.00 0.08
H 1.41657 2.29341 -5.02328 -0.01 -0.03 0.01 0.09
H 0.86458 1.19277 -2.90594 -0.05 0.11 -0.09 0.03
Te -1.84567 2.49248 -2.46248 0.57 0.73 -0.20 0.67
```
Forces are in eV/Å.

Properties
Gap between HOMO and LUMO (alpha / beta): 4.26 / 3.57 eV
Charge: -2
HOMO energy (alpha / beta): -0.06 / 0.66 eV


This record from OMol25 describes a structure of composition C4H10N4 in a non-equilibrium geometry. The level of theory is ωB97M-V/def2-TZVPD.

The geometry in XYZ format:
```
18
Properties=species:S:1:pos:R:3:forces:R:3:lowdin_charge:R:1
C -1.39492 0.41686 -1.49750 1.05 5.26 -3.81 -0.17
C -1.74901 -1.32659 -0.18484 1.63 -4.33 1.78 -0.15
C 0.34177 0.66351 1.22393 2.62 -0.12 -2.37 -0.08
C 2.65953 0.21209 0.82530 1.88 -1.91 -0.62 -0.33
H -0.86032 -0.20182 -2.18336 0.21 -1.23 -0.81 0.06
H -2.42281 0.72297 -2.06353 2.16 -0.78 2.25 0.14
H -0.63166 1.32566 -1.49756 -2.10 -1.00 -0.57 0.12
H -1.75494 -1.92987 0.85645 -0.12 1.80 -2.16 0.13
H -2.67350 -1.42879 -0.68998 -1.15 0.07 -0.16 0.06
H -0.98801 -1.86280 -0.82674 -0.78 -0.39 0.51 0.09
H -0.31292 1.30128 1.80448 -0.79 -0.46 -0.34 0.13
H 1.89150 1.84854 2.03996 -0.45 -3.05 -0.97 0.18
H 3.59805 -0.05966 1.47130 -1.24 0.98 -1.52 0.12
H 1.35233 -0.17862 -0.47416 1.95 -0.13 -0.80 -0.04
N -1.27805 -0.01123 -0.19502 -1.41 0.16 2.83 -0.34
N 0.12034 -0.05568 0.11813 -2.95 2.41 3.88 0.00
N 1.68434 0.85824 1.60160 -1.88 2.20 1.02 -0.01
N 2.41829 -0.29411 -0.32845 1.36 0.52 1.87 0.09
```
Forces are in eV/Å.

Properties
Gap between HOMO and LUMO: 8.98 eV
HOMO energy: -8.34 eV


This record from OMol25 describes a structure of composition C11H28N2O15Zn2 in a non-equilibrium geometry. The level of theory is ωB97M-V/def2-TZVPD.

The geometry in XYZ format:
```
58
Properties=species:S:1:pos:R:3:forces:R:3:lowdin_charge:R:1
Zn 1.36342 -1.65214 1.64397 -1.67 -0.22 0.50 0.94
Zn -1.63509 -0.95475 1.98945 1.23 -0.79 0.57 0.80
C 0.11635 0.24627 0.31166 -0.69 -9.18 5.92 -0.59
O 1.14283 -0.41561 -0.09056 1.94 1.19 -5.05 -0.08
O 0.21106 0.18255 1.59349 1.32 4.11 5.78 -0.15
O -1.10415 -0.25689 0.18673 -2.69 1.99 -5.68 -0.17
C -0.32612 -2.88460 3.22345 2.53 8.42 -1.73 -0.70
O -1.18401 -2.12214 3.80871 -0.72 -2.40 4.07 -0.08
O 0.97085 -2.84872 3.32401 1.09 -2.55 3.77 -0.11
O -0.50754 -2.62035 1.97459 -1.67 -1.51 -7.36 -0.20
C -2.31259 3.12357 -0.67354 1.16 0.90 -0.89 -0.69
O -1.10314 3.36969 -0.65412 -0.44 -0.37 0.51 0.01
N -3.18839 4.12246 -0.97039 -0.56 0.04 0.14 0.15
N -2.79485 1.88600 -0.47843 0.15 -0.88 0.62 0.16
H -4.16023 3.95950 -1.15777 0.02 0.08 0.06 0.09
H -2.79614 5.03609 -1.09883 -0.03 -0.03 -0.13 0.10
H -2.09064 1.18632 -0.22300 -0.43 0.03 -0.34 0.05
H -3.72736 1.56783 -0.65926 -0.11 0.39 -0.16 0.09
C 4.01592 2.03747 -2.86275 -0.60 0.72 -1.03 -0.25
C 2.60766 1.48985 -3.04843 -0.68 0.34 0.67 -0.25
O 2.53377 0.11988 -2.71104 0.22 -0.33 -0.56 -0.07
O 4.87142 1.38984 -3.78091 1.26 -0.81 0.94 -0.06
H 4.33031 1.94143 -1.82222 0.41 -0.81 -0.17 0.11
H 4.11140 3.11975 -3.01025 -0.60 0.13 -0.19 0.11
H 2.27289 1.60794 -4.08113 0.38 -0.25 -0.23 0.12
H 1.84630 2.06651 -2.50963 0.23 0.11 0.41 0.12
H 2.28522 -0.04995 -1.79521 -0.31 0.42 0.16 0.04
H 4.76047 1.62820 -4.70099 -0.53 0.44 0.12 0.08
C -4.34734 -0.16521 2.59512 -0.16 0.50 0.80 -0.15
C -4.26633 -0.89240 1.25198 0.94 0.50 0.16 -0.17
O -3.41200 -2.05749 1.38899 -1.56 0.76 -0.42 -0.04
O -3.01806 -0.01987 3.17220 -0.84 -0.01 -1.04 -0.07
H -4.96403 -0.67349 3.33938 0.01 -0.44 -0.24 0.13
H -4.75989 0.84462 2.53787 -0.12 -0.06 -0.61 0.13
H -3.74695 -0.28554 0.51165 0.12 0.23 0.14 0.09
H -5.24393 -1.05757 0.80096 -0.11 -0.46 0.38 0.14
H -3.99787 -2.80027 1.56745 0.53 -0.35 0.25 0.13
H -3.09672 0.33817 4.05934 0.37 -0.13 0.09 0.13
C 3.45255 1.29003 2.22462 0.02 -0.34 0.80 -0.21
C 3.78621 -0.12050 1.74368 0.22 2.25 0.10 -0.19
O 3.04758 -1.08598 2.49692 0.67 -0.01 -1.21 -0.07
O 3.80816 1.38154 3.60946 1.13 0.24 -0.15 -0.06
H 2.43322 1.67155 2.19046 -0.30 -0.79 -0.80 0.12
H 4.03020 1.90236 1.52339 0.38 0.59 0.78 0.12
H 4.85788 -0.28377 1.86673 -0.04 -0.07 0.32 0.14
H 3.65848 -0.00825 0.66433 -0.84 -1.39 -0.05 0.12
H 3.51171 -1.18845 3.33409 -0.42 -0.29 0.19 0.14
H 3.04017 1.34642 4.18215 -0.26 0.10 -0.31 0.09
C 0.18083 -2.91964 -2.71905 0.28 1.45 -1.43 -0.25
C -0.87564 -1.85647 -3.12799 1.82 0.61 1.41 -0.22
O -1.84198 -1.73220 -2.09110 -1.04 -0.58 -0.72 -0.09
O -0.29749 -4.24405 -2.85046 0.13 0.40 0.89 -0.05
H 0.62778 -2.56989 -1.78020 -0.76 -0.70 0.77 0.10
H 1.08740 -2.78588 -3.31816 -0.34 -0.39 -0.74 0.11
H -1.27372 -1.98181 -4.13269 -0.58 -0.52 0.26 0.11
H -0.32458 -0.91044 -3.17263 0.16 0.06 -0.14 0.11
H -1.55494 -1.11981 -1.39531 0.41 -0.05 -0.08 0.03
H -1.01031 -4.29172 -2.20078 -0.06 -0.26 -0.12 0.08
```
Forces are in eV/Å.

Properties
Gap between HOMO and LUMO: 7.54 eV
HOMO energy: -8.50 eV


Number 1: total energy -2058.71211 a.u.. Number 2: total energy -377.26979 a.u.. Number 3: total energy -5232.55735 a.u..